ORCA calculation (ωB97M-V/def2-TZVPD) on the molecule H3OPS.

Summary:
electronic energy	-22214.8286	eV
multiplicity	3
E_LUMO (alpha / beta)	0.6 / -4.2	eV
frontier orbital gap (alpha / beta)	5.96 / 6.39	eV
ΔE to the lowest compared entry with this formula, charge and spin	44.1	kcal/mol

Geometry as XYZ:
```
6
Properties=species:S:1:pos:R:3:forces:R:3
S 1.683495 -0.219217 -0.132161 5.2048 1.0287 -1.7529
O -1.204517 -0.964372 -0.156977 -1.5085 -2.8309 -0.0689
H -0.585620 0.961706 -1.246920 0.2189 0.9128 -0.5708
P -0.395260 0.231880 -0.085280 -3.2484 3.3924 2.2565
H -0.783344 1.217988 1.074065 0.2264 -0.5289 -1.2368
H 1.285247 -1.227984 0.547273 -0.8931 -1.9741 1.3730
```
Forces are in eV/Å.

The molecule's Löwdin atomic charges, reported in e, are given here: number 1, S, carries 0.52; number 2, O, carries -0.51; number 3, H, carries -0.05; number 4, P, carries 0.26; number 5, H, carries -0.01; number 6, H, carries -0.21